(1)
{"formula": "C25H30GeN4O3S2Ti", "method": "wB97M-V/def2-TZVPD", "species": ["Ge", "Ti", "S", "S", "O", "O", "O", "N", "N", "N", "N", "C", "C", "C", "C", "C", "C", "C", "C", "C", "C", "C", "C", "C", "C", "C", "C", "C", "C", "C", "C", "C", "C", "C", "C", "C", "H", "H", "H", "H", "H", "H", "H", "H", "H", "H", "H", "H", "H", "H", "H", "H", "H", "H", "H", "H", "H", "H", "H", "H", "H", "H", "H", "H", "H", "H"], "positions_angstrom": [[0.8098, 0.9886, 4.2955], [0.8408, -0.0677, 1.0450], [0.2065, -2.5062, 1.6941], [1.1572, -4.8460, 0.0471], [1.6129, 1.4782, 0.5066], [-1.1584, 0.0412, 0.4230], [-2.5412, 4.0747, 2.0314], [-4.0872, 2.4615, 1.6348], [1.6311, -2.3759, -0.5806], [-1.7756, 2.0881, 1.1851], [1.7453, -1.0197, -0.3985], [-1.0207, 0.2455, 4.3955], [3.6728, 1.4885, -2.4993], [0.9961, -3.0774, 0.2916], [4.7414, -5.0161, -0.0813], [2.7369, 3.2406, -0.5728], [4.0033, -3.0561, 1.0776], [-5.1258, 3.3187, 2.1638], [1.4700, 0.9147, 6.1715], [-4.3865, 1.2005, 1.2173], [3.5328, 3.7314, -1.5998], [2.8414, 0.9371, -1.4663], [-2.0663, 0.8543, 0.7707], [2.9957, -1.2727, -2.5796], [5.8341, -4.3172, -0.5743], [2.5005, -0.4235, -1.4351], [0.6462, 2.8849, 3.8115], [-3.4319, 0.3733, 0.7651], [-2.7365, 2.9331, 1.6233], [5.0841, -2.3493, 0.5733], [1.8505, -0.0130, 3.0163], [3.8058, -4.3932, 0.7407], [2.3982, 1.8987, -0.4927], [2.5725, -5.1197, 1.1845], [3.9987, 2.8268, -2.5600], [6.0041, -2.9759, -0.2565], [4.6303, 3.1763, -3.3719], [2.2453, -4.8095, 2.1770], [4.0942, -1.3261, -2.6021], [-5.4325, 0.9216, 1.2806], [6.8391, -2.4189, -0.6641], [3.2797, -2.5496, 1.7083], [-6.0182, 3.2620, 1.5367], [6.5448, -4.8144, -1.2252], [0.3418, 2.9727, 2.7686], [5.1839, -1.2961, 0.8054], [-1.5229, 0.3343, 3.4304], [-0.9916, -0.8120, 4.6679], [-3.6381, -0.6319, 0.4326], [2.7324, -6.1998, 1.1791], [1.6004, 3.4015, 3.9405], [0.7758, 1.4260, 6.8441], [2.6199, -2.2863, -2.5080], [2.6815, -0.8497, -3.5426], [2.0559, -1.0016, 3.4337], [4.0677, 0.8352, -3.2653], [2.3398, 3.8922, 0.1982], [2.4487, 1.3924, 6.2565], [4.5911, -6.0539, -0.3621], [-5.3955, 3.0402, 3.1873], [2.7978, 0.5041, 2.8239], [-1.6165, 0.7786, 5.1416], [-4.7421, 4.3344, 2.1735], [3.7815, 4.7849, -1.6550], [1.5687, -0.1233, 6.4968], [-0.1043, 3.3833, 4.4288]], "forces_ev_per_a": [[-0.12, 0.07, 0.02], [0.22, -0.13, 0.05], [-0.02, 0.29, 0.09], [0.03, -0.01, 0.01], [-0.32, -0.13, -0.17], [0.40, -0.04, 0.21], [0.03, -0.10, -0.08], [0.06, 0.00, -0.04], [0.15, -0.02, 0.02], [-0.07, -0.06, 0.04], [-0.10, -0.14, -0.21], [0.04, 0.00, 0.07], [0.03, 0.05, -0.03], [0.02, -0.05, -0.10], [-0.02, 0.01, -0.03], [-0.08, -0.13, 0.15], [-0.09, 0.01, 0.05], [0.00, 0.00, 0.01], [0.03, 0.00, -0.05], [0.09, 0.06, -0.02], [0.10, 0.09, -0.11], [-0.18, -0.18, 0.21], [0.08, 0.30, 0.29], [-0.01, 0.01, 0.11], [0.02, -0.01, -0.01], [0.16, 0.14, -0.22], [0.05, -0.03, 0.06], [-0.23, -0.03, -0.14], [-0.12, 0.02, 0.13], [0.03, 0.03, -0.02], [-0.29, -0.03, -0.11], [0.12, -0.01, 0.03], [0.18, 0.08, -0.06], [-0.11, 0.01, -0.13], [-0.05, -0.02, 0.07], [-0.04, -0.02, 0.03], [0.00, 0.00, 0.00], [0.05, 0.03, 0.01], [0.01, -0.02, -0.01], [0.01, -0.02, -0.01], [-0.01, 0.00, 0.00], [-0.03, 0.01, -0.03], [0.01, -0.01, -0.01], [-0.01, -0.01, 0.00], [-0.03, 0.02, -0.02], [-0.01, -0.01, 0.00], [-0.01, -0.01, 0.01], [0.01, 0.00, -0.04], [-0.01, 0.00, 0.02], [0.01, -0.01, 0.05], [0.01, -0.03, -0.01], [0.00, 0.00, 0.00], [0.00, -0.02, -0.01], [0.02, 0.00, -0.02], [0.03, 0.02, -0.01], [-0.02, -0.02, 0.01], [0.00, 0.01, -0.01], [0.00, 0.00, -0.01], [0.00, 0.00, 0.00], [0.02, 0.00, 0.00], [-0.02, 0.03, 0.01], [0.00, 0.02, -0.02], [-0.01, 0.00, -0.01], [0.00, 0.00, 0.01], [-0.01, 0.00, 0.00], [-0.01, 0.00, 0.00]], "orbital_gap_ev": [3.61, 3.61], "fmax_ev_per_a": 0.45, "total_charge": -2, "total_energy_ha": -5138.2615}

(2)
{"formula": "C25H30MnNOP2S3", "method": "wB97M-V/def2-TZVPD", "species": ["Mn", "S", "S", "S", "P", "P", "O", "N", "C", "C", "C", "C", "C", "C", "C", "C", "C", "C", "C", "C", "C", "C", "C", "C", "C", "C", "C", "C", "C", "C", "C", "C", "C", "H", "H", "H", "H", "H", "H", "H", "H", "H", "H", "H", "H", "H", "H", "H", "H", "H", "H", "H", "H", "H", "H", "H", "H", "H", "H", "H", "H", "H", "H"], "positions_angstrom": [[0.1483, 0.1702, 0.2261], [2.3710, -0.0666, 0.0232], [0.0230, 0.0263, -2.1055], [-1.6828, 2.5407, -2.6245], [-0.1688, 0.1459, 2.5451], [-1.1215, -1.7714, 0.4272], [1.6812, 1.2858, 0.2393], [-1.2171, 1.4528, -0.3258], [0.0735, 1.7458, 3.3695], [4.9967, 0.6516, 2.9759], [3.8604, -1.5782, 1.7349], [4.0530, -1.0199, -1.9143], [0.7842, -1.0075, 3.5771], [-1.9086, -0.3938, 2.7418], [-2.1292, -1.6996, 1.9739], [3.7355, 1.4001, -1.8273], [4.6762, 1.5458, -2.8343], [4.0624, 0.8423, 1.9698], [-2.0094, 2.5574, -0.0413], [3.5126, -0.2824, 1.3703], [4.9905, -0.8490, -2.9186], [-2.4681, 3.0051, 1.1973], [-3.1391, 4.4253, -1.1431], [-3.2425, 4.1459, 1.2533], [5.3074, 0.4283, -3.3695], [-2.2661, -2.2105, -0.9039], [3.4572, 0.1162, -1.3833], [-2.3595, 3.2784, -1.2009], [5.3704, -0.6351, 3.3492], [-0.9609, 1.3426, -1.6343], [4.8042, -1.7474, 2.7357], [-0.0307, -3.2197, 0.5802], [-3.5772, 4.8554, 0.0945], [-0.6313, -4.0745, 0.8963], [0.5665, -0.7645, 4.6190], [3.8058, -2.0117, -1.5531], [-2.7536, -3.1500, -0.6357], [-3.5999, 4.4971, 2.2117], [-2.2229, 2.4724, 2.1039], [6.0546, 0.5532, -4.1415], [3.2413, 2.2614, -1.3965], [3.4153, -2.4354, 1.2409], [-4.1839, 5.7467, 0.1706], [5.4740, -1.7155, -3.3484], [-2.1378, -0.5115, 3.8024], [-1.8651, -2.5659, 2.5821], [0.5035, -2.0432, 3.3898], [1.0893, 1.7783, 3.7643], [-1.7217, -2.3442, -1.8378], [-3.1785, -1.8016, 1.6960], [6.1169, -0.7719, 4.1203], [5.0964, -2.7446, 3.0359], [-0.0686, 2.5845, 2.6905], [-0.6291, 1.8230, 4.2014], [0.4081, -3.4495, -0.3918], [5.4405, 1.5122, 3.4579], [-3.0202, -1.4338, -1.0345], [4.9154, 2.5362, -3.1966], [1.8540, -0.8852, 3.4086], [-3.3974, 4.9665, -2.0440], [0.7636, -3.0496, 1.3059], [3.7710, 1.8369, 1.6551], [-2.5536, 0.3878, 2.3401]], "forces_ev_per_a": [[0.06, 0.96, -2.61], [2.72, -0.79, 0.23], [-0.03, -0.71, 1.17], [0.27, -0.39, 0.32], [-0.61, -0.30, 0.60], [-0.37, -0.84, 0.41], [-0.68, 0.72, 0.81], [0.37, -0.39, -0.05], [0.10, 0.04, -0.32], [-0.01, 0.01, -0.01], [-0.11, -0.03, -0.12], [-0.12, -0.13, 0.12], [0.03, 0.03, -0.28], [0.17, 0.09, -0.08], [0.13, 0.14, -0.06], [-0.15, 0.15, 0.13], [0.04, -0.05, -0.05], [-0.07, 0.13, -0.08], [-0.29, 0.55, -0.10], [-0.32, -0.14, -0.02], [0.03, -0.01, -0.03], [0.07, -0.18, 0.01], [-0.10, 0.16, -0.07], [-0.01, -0.01, -0.01], [-0.04, 0.02, 0.06], [0.10, 0.30, -0.08], [-0.40, -0.06, -0.10], [0.17, -0.21, 0.26], [0.01, 0.00, 0.00], [-1.08, 0.90, -0.11], [0.01, -0.01, 0.00], [0.06, 0.22, -0.12], [0.06, -0.10, -0.04], [-0.03, 0.00, 0.00], [-0.05, -0.01, 0.01], [0.04, 0.00, -0.02], [-0.02, 0.01, 0.08], [0.00, 0.01, 0.00], [-0.03, 0.04, 0.02], [-0.03, 0.00, -0.03], [0.04, 0.01, -0.03], [0.04, -0.03, 0.04], [-0.01, 0.00, -0.02], [0.01, 0.01, 0.00], [-0.02, 0.04, 0.01], [0.00, -0.04, -0.03], [0.02, 0.00, 0.01], [0.02, 0.01, -0.03], [-0.02, -0.02, 0.02], [0.00, -0.06, 0.01], [-0.02, 0.00, 0.02], [0.02, 0.01, -0.01], [0.00, 0.01, 0.03], [-0.01, -0.04, 0.01], [0.02, 0.02, 0.01], [0.02, -0.02, 0.01], [-0.01, -0.02, 0.00], [0.02, -0.01, 0.00], [-0.01, -0.01, 0.02], [0.00, 0.01, 0.02], [-0.02, -0.02, 0.01], [0.05, 0.01, 0.03], [-0.01, 0.03, 0.04]], "de_lowest_kj_mol": 29.06, "orbital_gap_ev": [5.14, 5.05], "fmax_ev_per_a": 2.84, "spin_multiplicity": 2, "total_charge": 3, "total_energy_ha": -4127.8920}

(3)
{"formula": "C25H30N4O3S", "method": "wB97M-V/def2-TZVPD", "species": ["S", "O", "O", "O", "N", "N", "N", "N", "C", "C", "C", "C", "C", "C", "C", "C", "C", "C", "C", "C", "C", "C", "C", "C", "C", "C", "C", "C", "C", "C", "C", "C", "C", "H", "H", "H", "H", "H", "H", "H", "H", "H", "H", "H", "H", "H", "H", "H", "H", "H", "H", "H", "H", "H", "H", "H", "H", "H", "H", "H", "H", "H", "H"], "positions_angstrom": [[4.6215, -0.3874, 2.0119], [3.5668, 0.3611, 2.6410], [5.7237, -0.8111, 2.8309], [1.3638, -3.5004, 0.9760], [-0.3805, -2.6098, -0.1819], [-2.2913, -0.6221, -0.3139], [2.1322, 0.3320, -1.2617], [1.1818, -0.5657, -1.0576], [4.4969, 0.7912, -0.4887], [-3.1898, -1.6778, 0.1301], [-3.1751, 2.4552, 0.7524], [6.2105, 2.2613, -1.3327], [-2.9468, 1.1931, 1.2894], [5.2658, 0.6259, 0.6653], [1.8372, 1.4707, -2.0828], [-3.7616, 0.7558, 2.3278], [4.9961, 1.6173, -1.4963], [2.9937, -1.1404, 0.1305], [-4.1386, 0.3314, -1.7590], [-4.2024, 3.2517, 1.2251], [-4.7947, 1.5480, 2.7980], [3.2592, 0.0408, -0.5606], [-1.8637, 0.3002, 0.7344], [-1.4128, -3.5002, 0.2803], [1.6752, -1.4765, -0.2216], [3.9081, -1.7854, 1.0906], [-5.0216, 2.7958, 2.2441], [6.9524, 2.0950, -0.1744], [6.4716, 1.2700, 0.8311], [-2.1426, -0.8503, -2.7440], [-2.6486, 0.0101, -1.5811], [-2.5079, -2.7264, 1.0183], [0.8847, -2.6307, 0.2656], [-4.2727, 0.9585, -2.6371], [-4.3638, 4.2310, 0.7984], [-1.0673, -0.9907, -2.6645], [2.2213, 2.3804, -1.6219], [-2.0758, -2.2583, 1.9029], [-5.4209, 1.1917, 3.6030], [-3.5776, -0.2062, 2.7843], [-4.7234, -0.5743, -1.8978], [-0.9479, -4.2370, 0.9407], [-1.0581, 0.9102, 0.3158], [-1.4334, -0.2943, 1.5432], [-4.0615, -1.2717, 0.6673], [6.5829, 2.8966, -2.1227], [7.0187, 1.1039, 1.7457], [2.2629, 1.3577, -3.0826], [0.7538, 1.5313, -2.1740], [-2.3644, -0.3613, -3.6894], [-5.8263, 3.4152, 2.6116], [-3.2701, -3.4315, 1.3552], [-0.7226, -1.7592, -0.6225], [4.4526, 1.7422, -2.4189], [-3.5608, -2.1899, -0.7596], [3.3731, -2.4663, 1.7486], [4.7482, -2.2943, 0.6211], [-2.6210, -1.8261, -2.7465], [-1.8470, -4.0225, -0.5805], [-2.0984, 0.9565, -1.6133], [-4.5244, 0.8659, -0.8944], [7.8992, 2.5989, -0.0575], [-2.5385, 2.8213, -0.0411]], "forces_ev_per_a": [[0.00, -0.12, 0.26], [-0.17, -0.06, -0.18], [0.21, -0.15, -0.24], [0.28, -0.05, 0.21], [0.07, 0.04, -0.10], [0.03, 0.10, 0.06], [0.36, -0.25, 0.46], [-0.57, -0.41, -0.02], [0.26, 0.30, -0.13], [-0.07, -0.12, 0.27], [0.05, -0.03, 0.07], [0.06, 0.06, 0.01], [0.07, 0.00, 0.03], [-0.34, -0.37, 0.17], [-0.11, 0.36, -0.37], [0.04, 0.05, -0.03], [-0.08, -0.13, 0.14], [-0.45, 0.35, -0.73], [0.26, 0.06, 0.17], [-0.02, 0.09, -0.06], [-0.09, -0.03, 0.08], [-0.45, -0.81, 0.10], [0.01, -0.02, -0.03], [-0.11, -0.18, 0.26], [0.76, 0.62, -0.05], [0.48, 0.76, 0.32], [-0.07, 0.04, 0.03], [-0.10, -0.01, 0.03], [0.14, -0.08, 0.11], [-0.01, 0.31, 0.20], [-0.14, -0.06, -0.41], [0.06, 0.03, -0.35], [-0.48, -0.09, -0.35], [-0.06, 0.05, -0.11], [-0.01, 0.08, -0.03], [0.11, -0.03, -0.03], [-0.01, -0.04, -0.02], [-0.01, -0.03, 0.11], [-0.05, -0.02, 0.07], [0.04, -0.12, 0.04], [-0.08, -0.11, -0.04], [-0.08, 0.03, -0.14], [0.00, -0.05, 0.07], [0.06, 0.08, 0.00], [-0.02, -0.06, -0.16], [0.04, 0.04, -0.06], [0.14, 0.01, 0.08], [-0.01, 0.03, 0.05], [0.09, 0.01, 0.04], [-0.04, 0.00, -0.17], [-0.06, 0.05, 0.03], [-0.02, 0.01, 0.06], [0.11, 0.00, 0.08], [-0.06, 0.00, -0.08], [-0.09, 0.00, 0.00], [0.10, 0.10, 0.21], [0.08, -0.08, -0.01], [-0.10, -0.16, -0.02], [0.00, -0.05, 0.09], [0.00, -0.04, 0.03], [-0.11, 0.03, 0.02], [0.08, 0.04, 0.03], [0.08, 0.02, -0.09]], "de_lowest_kj_mol": 131.44, "orbital_gap_ev": 8.64, "fmax_ev_per_a": 0.98, "smiles": "CC(C)N(CCCNC(=O)c1nn(C)c2c1CS(=O)(=O)c1ccccc1-2)Cc1ccccc1", "total_energy_ha": -1813.5915}